(1)
Molecular formula: C4H5ClO
Method: DFT, ωB97M-V/def2-TZVPD

```
11
Properties=species:S:1:pos:R:3
C 0.5908 1.3402 0.6947
C 1.0034 0.5031 -0.2510
C 0.0768 -0.6217 -0.5199
Cl 1.2775 -2.0316 0.5664
C -1.3944 -0.8483 -0.3495
O -0.5865 -1.1076 -1.5072
H 1.0649 2.2995 0.9025
H -0.3358 1.1426 1.3105
H 1.6886 0.8396 -0.9691
H -1.4499 -1.5845 0.4341
H -1.9356 0.0687 -0.3114
```

Calculated values
frontier orbital gap	10.06	eV

(2)
Molecular formula: C4H5ClO
Method: DFT, ωB97M-V/def2-TZVPD

```
11
Properties=species:S:1:pos:R:3
C 1.1676 1.7081 -0.0416
C 0.8534 0.4086 0.1783
Cl 2.2374 -0.7193 0.0503
C -0.5025 -0.0430 0.1253
C -1.1355 -1.4936 -0.0176
O -1.4013 0.8349 0.0536
H 0.3952 2.4502 0.1040
H 2.2169 1.9206 -0.2687
H -0.3583 -2.2051 -0.3426
H -1.5653 -1.5986 0.8792
H -1.9075 -1.2626 -0.7202
```

Calculated values
frontier orbital gap	9.50	eV

Most stable: (2) (next structure +1.794 eV)

(1)
Molecular formula: C24H76N6O11
Method: DFT, ωB97M-V/def2-TZVPD

```
117
Properties=species:S:1:pos:R:3
C -1.4818 5.0145 1.1579
C -1.1953 4.3315 -0.1765
C 0.3681 4.0171 -0.1935
O 0.4021 3.4726 -1.4981
C 1.7268 3.0937 -2.0068
N -2.1875 3.2423 -0.1544
H -1.4209 4.3913 2.0501
H -2.3421 5.6826 1.1991
H -0.6787 5.7126 1.3945
H -1.4238 5.0468 -0.9666
H 0.7039 3.2201 0.4699
H 0.9459 4.9410 -0.1680
H 2.4860 3.3648 -1.2731
H 1.9370 3.6891 -2.8953
H 1.8631 2.0582 -2.3187
H -2.3535 3.0498 -1.1319
H -3.0934 3.6349 0.0581
C 1.7250 -4.5526 0.1620
C 1.6977 -4.5811 1.7037
C 0.1841 -4.4180 2.2001
O -0.4365 -3.2425 1.7523
C -1.5661 -2.9587 2.5546
N 2.3275 -5.6826 2.2307
H 1.0189 -5.1780 -0.3842
H 2.7104 -4.4590 -0.2944
H 1.4548 -3.5225 -0.0704
H 2.2428 -3.6938 2.0256
H 0.2718 -4.3951 3.2864
H -0.4840 -5.2461 1.9634
H -2.3005 -3.7631 2.5136
H -2.1749 -2.0846 2.3237
H -1.2797 -2.9071 3.6050
H 1.8761 -6.5168 1.8835
H 3.2762 -5.7009 1.8847
C 0.1642 0.7318 -1.4079
C 0.2632 -0.3850 -0.2757
C -1.1528 -0.8312 0.2369
O -1.8079 0.1507 1.0228
C -1.3626 0.3954 2.3848
N 1.1652 -1.5146 -0.6962
H 1.0327 1.2102 -1.8606
H -0.3077 1.6412 -1.0360
H -0.5928 0.4348 -2.1338
H 0.8272 0.1173 0.5102
H -1.0483 -1.7731 0.7756
H -1.8929 -1.0490 -0.5330
H -2.1680 0.8202 2.9840
H -0.5208 1.0832 2.4653
H -1.0425 -0.4721 2.9620
H 1.9108 -1.0946 -1.2326
H 0.6581 -2.1595 -1.2853
C 3.4742 2.2352 0.3023
C 3.9569 1.9075 -1.0558
C 3.6380 0.5285 -1.6230
O 4.3615 0.2646 -2.8266
C 4.1545 -1.1526 -3.1066
N 3.4910 2.9332 -1.9545
H 2.3875 2.2720 0.3788
H 3.9596 3.0963 0.7616
H 3.8077 1.4954 1.0300
H 5.0335 2.0306 -0.9374
H 2.5561 0.3970 -1.6060
H 4.0565 -0.2321 -0.9638
H 4.9746 -1.6972 -2.6386
H 4.2258 -1.2120 -4.1927
H 3.1873 -1.6015 -2.8805
H 3.3609 2.5538 -2.8814
H 4.1004 3.7321 -1.8521
C 3.5195 -2.1133 -5.9071
C 2.0871 -2.6994 -5.9967
C 1.0263 -1.7626 -5.2125
O 1.0780 -1.9188 -3.7574
C 0.3963 -0.9973 -2.9412
N 1.6569 -2.9127 -7.4175
H 3.7266 -1.4745 -6.7657
H 4.3194 -2.8508 -5.8403
H 3.5075 -1.4356 -5.0535
H 2.0660 -3.6506 -5.4649
H 0.0134 -2.1163 -5.4048
H 1.0232 -0.6930 -5.4223
H -0.6544 -1.2876 -2.9474
H 0.5222 0.0151 -3.3250
H 0.6645 -1.0681 -1.8871
H 0.7933 -3.4118 -7.5759
H 2.3692 -3.3155 -8.0094
C -6.4426 2.7854 6.0530
C -4.8713 3.0762 6.0800
C -4.0997 2.1817 5.1151
O -4.7617 1.9430 3.8768
C -4.0552 1.0431 2.9375
N -4.7856 4.4366 5.5930
H -7.0281 3.6927 6.2017
H -6.6078 2.0340 6.8251
H -6.7203 2.3002 5.1172
H -4.5276 3.0597 7.1143
H -3.9517 1.2633 5.6833
H -3.0820 2.5287 4.9363
H -4.7837 0.9377 2.1335
H -3.8074 0.1976 3.5792
H -3.0992 1.3030 2.4829
H -3.9248 4.6275 5.1002
H -5.5147 4.4810 4.8955
O -0.0115 -3.0155 -1.8133
H -0.1275 -3.7788 -2.3791
H -0.7757 -3.0256 -1.2369
O -2.5441 -2.6021 -1.5448
H -2.8578 -1.9267 -0.9434
H -2.8708 -2.3302 -2.4025
O -2.6922 1.9630 1.2773
H -2.6112 2.5372 0.5157
H -2.0263 1.2889 1.1415
O 1.0778 -0.1037 3.4658
H 0.5545 -0.6044 2.8399
H 1.9734 -0.1658 3.1337
O 1.3497 -2.0715 1.4114
H 1.2576 -1.6123 0.5766
H 0.6015 -2.6679 1.4410
```

Calculated values
frontier orbital gap	6.56	eV

(2)
Molecular formula: C24H76N6O11
Method: DFT, ωB97M-V/def2-TZVPD

```
117
Properties=species:S:1:pos:R:3
C 14.3066 18.7861 3.5653
O 14.6672 18.6548 4.9084
C 14.5359 19.7859 5.7337
C 13.5041 19.4924 6.8456
C 12.1161 19.2849 6.2430
N 13.4022 20.5162 7.8836
H 15.0424 19.4016 3.0427
H 13.3110 19.2343 3.4031
H 14.1319 17.8205 3.0897
H 15.5117 19.8855 6.2209
H 14.2543 20.6939 5.1896
H 13.9005 18.5832 7.3085
H 12.0641 18.3758 5.6420
H 11.9152 20.1203 5.5677
H 11.3631 19.2062 7.0231
H 13.2355 21.4119 7.4109
H 14.2659 20.7732 8.3657
C 9.7147 17.4569 10.5241
O 10.6384 18.3402 11.0785
C 10.6958 19.6000 10.4430
C 11.6921 20.4599 11.2069
C 11.1098 20.8076 12.5678
N 11.9041 21.7339 10.4945
H 9.6908 17.5001 9.4233
H 8.7059 17.6578 10.9005
H 9.9697 16.4093 10.6898
H 10.9793 19.4939 9.3881
H 9.6850 20.0361 10.4602
H 12.5669 19.8021 11.3120
H 11.7821 21.4074 13.1851
H 10.8244 19.8908 13.0901
H 10.1881 21.3852 12.4764
H 12.5767 22.2385 11.0534
H 12.1419 21.5694 9.5194
C 12.9231 13.9102 15.8133
O 13.3304 15.2061 15.4541
C 14.4982 15.2752 14.6807
C 14.5382 16.5692 13.8443
C 13.1679 16.8790 13.2486
N 15.5661 16.4538 12.7916
H 13.7006 13.4528 16.4408
H 12.7292 13.2409 14.9674
H 12.0055 14.0234 16.3875
H 15.3510 15.1419 15.3526
H 14.5524 14.4994 13.9007
H 14.8672 17.3968 14.4865
H 12.9623 16.0430 12.5725
H 13.1614 17.8515 12.7612
H 12.3602 16.8286 13.9788
H 15.1431 16.7366 11.9036
H 15.7529 15.4687 12.6055
C 19.1828 18.2773 11.0394
O 19.1152 19.6242 10.5506
C 20.1247 20.4619 11.0601
C 19.5700 21.8600 11.2262
C 19.1995 22.4410 9.8430
N 20.4914 22.7512 11.9319
H 19.0258 18.3147 12.1200
H 20.0934 17.7867 10.7042
H 18.3020 17.7684 10.6575
H 20.4487 20.1075 12.0440
H 21.0107 20.4841 10.4147
H 18.6398 21.8512 11.8012
H 18.9103 23.4908 9.8240
H 18.4256 21.8170 9.3908
H 20.1219 22.4071 9.2493
H 20.1125 23.6800 12.0318
H 21.3757 22.8237 11.4413
C 12.7820 15.8953 9.2735
O 13.5836 14.8073 8.8936
C 13.1219 13.5783 9.4985
C 13.9839 12.4524 8.9831
C 13.5400 11.1102 9.5536
N 15.3918 12.6755 9.3405
H 12.9497 16.7844 8.6716
H 12.8059 16.1491 10.3338
H 11.7354 15.6292 9.0655
H 13.2536 13.7018 10.5762
H 12.0988 13.4856 9.1238
H 13.9772 12.2944 7.8961
H 13.3523 11.1639 10.6331
H 14.3205 10.3593 9.4443
H 12.5936 10.7569 9.1363
H 15.6200 13.6613 9.2528
H 16.0687 12.1373 8.8244
C 22.1224 20.3012 6.7849
O 21.8707 18.9376 7.0458
C 20.5962 18.5342 6.6199
C 20.2193 17.2184 7.3107
C 21.1094 16.1088 6.7957
N 18.8094 16.9013 7.1217
H 22.2343 20.5802 5.7348
H 23.0356 20.5373 7.3321
H 21.3237 20.9111 7.2252
H 19.8504 19.3220 6.8078
H 20.4887 18.3469 5.5400
H 20.3727 17.3426 8.3917
H 20.8378 15.1379 7.2243
H 22.1402 16.3094 7.0949
H 21.0904 15.9307 5.7189
H 18.5713 15.9972 7.4919
H 18.1995 17.6245 7.4897
O 15.5062 20.8371 10.0343
H 15.6464 20.2776 10.8244
H 14.9941 21.5873 10.3574
O 15.2353 17.6045 9.9647
H 14.5752 18.2929 9.8070
H 16.0819 17.9957 9.6195
O 15.6889 19.4647 12.5503
H 15.7375 18.4912 12.4884
H 15.2219 19.6351 13.3755
O 16.3441 15.4048 8.4489
H 16.0299 16.0827 9.0606
H 15.5468 15.1457 7.9695
O 17.2906 19.0181 8.6400
H 16.6192 19.6797 8.4206
H 17.9755 19.5171 9.1527
```

Calculated values
frontier orbital gap	8.45	eV

Most stable: (2) (next structure +29.561 eV)

(1)
Molecular formula: C4H2F8NO6RhS2
Method: DFT, ωB97M-V/def2-TZVPD

```
24
Properties=species:S:1:pos:R:3
Rh -0.6440 0.3718 1.3204
F 3.6629 0.1209 -0.5538
C 3.0237 0.7331 -1.5413
F 3.2481 2.0404 -1.4732
F 3.4485 0.2690 -2.7066
S 1.2116 0.4649 -1.3889
O 0.9145 0.9662 -0.0374
O 0.5973 1.1531 -2.4735
N 1.1545 -1.0967 -1.4369
S -0.0196 -1.9357 -0.8508
O -0.2709 -1.5856 0.5655
O 0.1232 -3.3153 -1.1419
C -1.5350 -1.3410 -1.7245
F -2.5777 -2.0922 -1.4211
F -1.7733 -0.0806 -1.3235
F -1.3377 -1.3420 -3.0302
O -2.7896 0.4560 1.1897
C -2.7776 1.6618 1.5484
O -1.6902 2.1854 1.9197
H -3.7021 2.2454 1.5440
F 1.5574 0.0535 2.7244
C 0.2618 0.1528 3.0381
F -0.1646 -1.0319 3.4912
H 0.0787 0.9471 3.7623
```

Calculated values
frontier orbital gap (alpha / beta)	8.60 / 8.60	eV

(2)
Molecular formula: C4H2F8NO6RhS2
Method: DFT, ωB97M-V/def2-TZVPD

```
24
Properties=species:S:1:pos:R:3
Rh -0.4518 -0.0186 0.0205
F 2.6010 1.8474 3.0394
C 3.0028 2.3927 1.9039
F 2.5581 3.6399 1.8212
F 4.3236 2.3827 1.8382
S 2.3203 1.4627 0.4615
O 0.8702 1.4986 0.7313
O 2.7668 2.0977 -0.7280
N 2.9207 0.0440 0.7644
S 2.5741 -1.2286 -0.0544
O 1.1435 -1.2416 -0.4585
O 3.0598 -2.4150 0.5476
C 3.4704 -1.0858 -1.6771
F 3.5708 -2.2934 -2.2154
F 2.8152 -0.2890 -2.5062
F 4.6833 -0.5988 -1.4507
O -2.4786 0.2560 0.3584
C -2.4770 -0.5213 1.3791
O -1.4240 -1.0892 1.7346
H -3.4078 -0.6629 1.9366
F 0.3866 0.8443 -2.5101
C -0.7528 0.7172 -1.8248
F -1.3537 1.9023 -1.8071
H -1.4051 -0.0506 -2.2745
```

Calculated values
frontier orbital gap (alpha / beta)	7.87 / 7.80	eV

Most stable: (1) (next structure +0.483 eV)

(1)
Molecular formula: C6H13P
Method: DFT, ωB97M-V/def2-TZVPD

```
20
Properties=species:S:1:pos:R:3
C -1.0678 -1.7339 -1.1179
C -0.8560 -0.5099 -0.5736
C -1.8648 0.4710 0.0371
C 0.5372 -0.0037 0.0454
C 0.7214 1.4630 0.3186
C 0.7707 -0.8410 1.2998
P 1.7869 -0.3098 -1.3629
H -0.3539 -2.4298 -1.4209
H -2.1689 -2.0846 -1.2052
H -1.7743 1.5321 -0.3388
H -1.6239 0.5859 1.0534
H -2.9434 0.2125 -0.0271
H -0.0881 1.8253 0.9741
H 0.8118 2.1230 -0.5770
H 1.5775 1.4951 0.9412
H 0.3042 -1.7759 1.2667
H 0.4040 -0.3059 2.1344
H 1.8779 -1.0406 1.4629
H 2.7948 0.5944 -0.9299
H 1.1552 0.7327 -1.9804
```

Calculated values
frontier orbital gap	9.91	eV

(2)
Molecular formula: C6H13P
Method: DFT, ωB97M-V/def2-TZVPD

```
20
Properties=species:S:1:pos:R:3
C -1.3923 0.3747 0.2656
C 4.1524 1.1261 -0.9981
C 3.7188 0.1069 -1.7271
C -2.0857 0.4536 1.5137
C -0.7991 1.5945 -0.5004
C -2.1431 -2.9418 0.8988
P -1.1280 -1.1264 -0.5305
H 4.3264 1.0318 0.1120
H 3.9839 2.1177 -1.5014
H 3.4401 0.2562 -2.7011
H 3.7121 -0.8353 -1.3693
H -3.0680 0.7902 1.4343
H -2.1499 -0.4646 2.1364
H -1.6087 1.1784 2.0739
H -0.3056 1.1852 -1.4067
H -0.1044 2.1300 0.1114
H -1.6805 2.2092 -0.6506
H -3.0845 -2.4352 1.2127
H -2.2571 -3.4766 -0.0612
H -1.5269 -3.2746 1.6875
```

Calculated values
frontier orbital gap (alpha / beta)	8.81 / 8.81	eV

Most stable: (1) (next structure +2.342 eV)

(1)
Molecular formula: C3H14NO4
Method: DFT, ωB97M-V/def2-TZVPD

```
22
Properties=species:S:1:pos:R:3
C -0.1484 -1.7537 0.2783
N -0.6821 -0.4085 -0.0306
C 0.0512 0.7946 0.4661
O 0.7970 1.3984 -0.5194
C 1.3897 -1.8681 0.3600
H -0.4886 -2.3801 -0.5463
H -0.6121 -2.0527 1.2097
H -0.7599 -0.2974 -1.0406
H -0.7717 1.4221 0.8569
H 0.7283 0.5118 1.2866
H 1.8277 -0.8749 0.2321
H 1.7186 -2.1916 1.3427
H 1.8120 -2.4954 -0.4258
H -4.8324 -1.8596 0.7882
H -3.4526 -1.2660 1.1529
O -4.3718 -1.3367 1.4560
H 0.0501 2.9835 -0.2270
H 0.5015 4.4087 -0.4134
O -0.2093 3.9102 0.0131
H 2.4709 1.4718 -2.7639
H 2.1050 0.9346 -1.4156
O 2.8768 0.9489 -2.0601
```

Calculated values
frontier orbital gap	7.28	eV
charge	-1

(2)
Molecular formula: C3H14NO4
Method: DFT, ωB97M-V/def2-TZVPD

```
22
Properties=species:S:1:pos:R:3
C 1.5230 -1.0619 0.3932
O 1.7058 0.3302 0.4381
C 0.2311 -1.5468 1.1247
C -0.1485 -0.9785 2.4674
N -0.9493 -1.4348 0.1542
H 2.4615 -1.4376 0.9112
H 1.5909 -1.2297 -0.6903
H 0.5402 -2.7127 1.3012
H 0.1289 -1.5175 3.3487
H 0.3899 0.1309 2.4634
H -1.1410 -0.7085 2.7467
H -1.5255 -0.6370 0.0668
H -1.0833 -2.0400 -0.5960
H -0.7562 0.7196 -0.6697
H 1.0126 0.9529 -0.1543
O -0.1587 1.4138 -0.5614
H 0.1932 1.4428 -3.4599
H 1.2835 0.8918 -2.8199
O 0.9206 0.8282 -3.7729
H -2.0784 3.3408 -1.5574
H -1.7116 2.2496 -0.4233
O -2.4285 3.0046 -0.7104
```

Calculated values
frontier orbital gap	8.16	eV
charge	-1

Most stable: (1) (next structure +1.832 eV)